{"formula": "C47H61O7SSc", "method": "the ωB97M-V functional and the def2-TZVPD basis", "homo_lumo_gap_ev": 7.82, "e_lumo_ev": 0.34, "largest_force_ha_per_bohr": 0.036, "symbols": ["Sc", "C", "O", "C", "C", "C", "C", "C", "C", "C", "C", "C", "C", "C", "C", "C", "C", "C", "C", "C", "C", "C", "C", "C", "C", "C", "C", "C", "C", "C", "C", "C", "C", "O", "C", "C", "C", "C", "C", "O", "C", "C", "C", "C", "C", "C", "O", "C", "C", "C", "C", "H", "H", "H", "H", "H", "H", "H", "H", "H", "H", "H", "H", "H", "H", "H", "H", "H", "H", "H", "H", "H", "H", "H", "H", "H", "H", "H", "H", "H", "H", "H", "H", "H", "H", "H", "H", "H", "H", "H", "H", "H", "H", "H", "H", "H", "H", "H", "H", "H", "H", "H", "H", "H", "H", "H", "H", "H", "H", "C", "S", "O", "O", "O", "H", "H", "H"], "positions_angstrom": [[-1.0744, -2.5698, -1.3357], [-3.9106, -2.6850, 0.3263], [-2.7124, -1.9370, 0.1083], [-2.5315, -0.8476, 0.9838], [-2.9055, 0.4016, 0.5240], [-3.4630, 0.5641, -0.8807], [-2.5322, 1.0583, -1.9283], [-2.8667, 2.1904, -2.6832], [-2.0357, 2.6257, -3.6919], [-0.8300, 1.9722, -3.9533], [-0.4645, 0.8583, -3.2254], [0.7193, -0.0369, -3.5656], [1.7708, -0.2925, -2.5044], [2.7741, 0.6118, -2.1633], [3.7654, 0.3467, -1.1800], [3.7431, -0.8935, -0.5705], [2.7395, -1.8220, -0.8380], [2.6496, -3.0917, -0.0235], [1.9674, -2.7946, 1.2754], [2.7233, -2.5055, 2.3821], [2.1324, -2.1347, 3.5938], [0.7289, -2.1149, 3.6658], [-0.0353, -2.4105, 2.5620], [-1.5280, -2.3848, 2.7140], [-2.1187, -1.0589, 2.2886], [-2.1497, 0.0027, 3.1837], [-2.4667, 1.2866, 2.7521], [-2.8685, 1.4768, 1.4294], [-2.4879, 2.4057, 3.7749], [-2.9328, 3.7403, 3.1324], [-3.4337, 2.0409, 4.8909], [-1.0670, 2.5472, 4.3430], [0.5590, -2.7414, 1.3453], [-0.1909, -3.0655, 0.2897], [2.9502, -1.7077, 4.7983], [2.5302, -0.2887, 5.2351], [2.7344, -2.7150, 5.9425], [4.4501, -1.7177, 4.5252], [1.8207, -1.5195, -1.8219], [0.9518, -2.5420, -2.2428], [1.5709, -3.3982, -3.2275], [4.8358, 1.4029, -0.8369], [5.7771, 0.9474, 0.2564], [5.6656, 1.6663, -2.1124], [4.1631, 2.6625, -0.3581], [-1.3380, 0.4194, -2.2430], [-1.0222, -0.7037, -1.5889], [-2.4789, 3.7206, -4.6558], [-2.5094, 3.1414, -6.0890], [-1.5537, 4.9277, -4.5763], [-3.8683, 4.2183, -4.3132], [-4.7451, -2.1452, -0.1331], [-4.0926, -2.7750, 1.3995], [-3.7518, -3.7035, -0.0500], [-4.2883, 1.2979, -0.8190], [-3.8852, -0.3829, -1.2297], [-3.8251, 2.6705, -2.5435], [-0.2431, 2.2863, -4.7930], [1.2261, 0.3587, -4.4683], [0.3080, -1.0326, -3.8775], [2.7692, 1.5787, -2.6365], [4.4535, -1.0782, 0.1926], [3.6727, -3.4704, 0.1277], [2.1273, -3.8810, -0.5568], [3.7982, -2.5527, 2.3323], [0.2252, -1.8501, 4.5976], [-1.8355, -2.5665, 3.7581], [-1.9460, -3.2082, 2.1494], [-1.8123, -0.1019, 4.2223], [-3.1191, 2.4653, 1.0580], [-3.9276, 3.6500, 2.7178], [-2.2767, 4.0539, 2.2903], [-2.9830, 4.5287, 3.8775], [-4.4397, 1.8799, 4.4911], [-3.5294, 2.8598, 5.6081], [-3.1473, 1.1305, 5.4237], [-0.3573, 2.7259, 3.5240], [-0.7476, 1.6654, 4.8797], [-1.0399, 3.3895, 5.0476], [1.4629, -0.2329, 5.4427], [2.8057, 0.5161, 4.5379], [3.0556, -0.0707, 6.1735], [1.7113, -2.7337, 6.3271], [3.3711, -2.3977, 6.7599], [3.0589, -3.6849, 5.5890], [4.7343, -1.0523, 3.7009], [4.8088, -2.7452, 4.2976], [4.9981, -1.4071, 5.4171], [1.8418, -2.7685, -4.0715], [0.8478, -4.1710, -3.4750], [2.4331, -3.8276, -2.7705], [6.3065, 0.0252, 0.0003], [5.2727, 0.7426, 1.2112], [6.5105, 1.7566, 0.4665], [6.1265, 0.7333, -2.4191], [6.4379, 2.4152, -1.9762], [5.0270, 2.0099, -2.9563], [3.4833, 2.4576, 0.4600], [3.5656, 3.1595, -1.1444], [4.9494, 3.3747, -0.0137], [-1.5241, 2.8280, -6.4166], [-2.8891, 3.9093, -6.7556], [-3.1630, 2.2706, -6.1490], [-0.5138, 4.7166, -4.8927], [-1.5010, 5.3321, -3.5627], [-1.9425, 5.6921, -5.2631], [-4.6341, 3.4324, -4.4079], [-4.1397, 5.0273, -5.0038], [-3.9207, 4.6646, -3.2938], [-3.9383, -4.8591, -3.1900], [-2.4725, -3.9686, -3.3979], [-1.4835, -4.5014, -2.3722], [-2.0571, -4.0939, -4.7620], [-2.7255, -2.5673, -2.9318], [-3.8193, -5.8960, -3.4317], [-4.6874, -4.4078, -3.8532], [-4.3315, -4.7273, -2.1757]]}


{"formula": "C47H63BNOP", "method": "the ωB97M-V functional and the def2-TZVPD basis", "smiles": "CCCCCCCCCCCBP(N)O.c1ccccc1.c1ccccc1.c1ccccc1.c1ccccc1.c1ccccc1.c1ccccc1", "homo_lumo_gap_ev": 7.77, "e_lumo_ev": -0.10, "largest_force_ha_per_bohr": 0.010, "symbols": ["C", "C", "C", "C", "C", "C", "C", "C", "C", "C", "C", "B", "P", "N", "O", "H", "H", "H", "H", "H", "H", "H", "H", "H", "H", "H", "H", "H", "H", "H", "H", "H", "H", "H", "H", "H", "H", "H", "H", "H", "H", "H", "C", "C", "C", "C", "C", "C", "H", "H", "H", "H", "H", "H", "C", "C", "C", "C", "C", "C", "H", "H", "H", "H", "H", "H", "C", "C", "C", "C", "C", "C", "H", "H", "H", "H", "H", "H", "C", "C", "C", "C", "C", "C", "H", "H", "H", "H", "H", "H", "C", "C", "C", "C", "C", "C", "H", "H", "H", "H", "H", "H", "C", "C", "C", "C", "C", "C", "H", "H", "H", "H", "H", "H"], "positions_angstrom": [[-3.4713, 0.2472, 8.3647], [-3.6780, 0.8147, 6.9583], [-2.6524, 0.2726, 5.9570], [-2.4622, 1.1676, 4.7338], [-1.3185, 0.6899, 3.8207], [-1.8001, 0.0600, 2.5079], [-0.7625, -0.8757, 1.8550], [-0.5254, -0.6485, 0.3441], [-0.8027, -1.9119, -0.4685], [-0.3480, -1.7857, -1.9179], [-0.7025, -2.9744, -2.8470], [-1.0817, -4.3373, -2.2121], [-0.3507, -6.0530, -2.7096], [0.6514, -5.6667, -4.0756], [-1.5945, -6.7173, -3.6097], [-3.1420, -0.7923, 8.3201], [-2.7104, 0.8170, 8.8999], [-4.3861, 0.2894, 8.9561], [-4.6835, 0.5756, 6.6069], [-3.5807, 1.9027, 6.9860], [-1.6895, 0.1479, 6.4612], [-2.9885, -0.7107, 5.6119], [-3.3902, 1.1760, 4.1550], [-2.2632, 2.1861, 5.0741], [-0.6603, 1.5263, 3.5776], [-0.7205, -0.0551, 4.3535], [-2.0571, 0.8599, 1.8078], [-2.7255, -0.4902, 2.7001], [-1.1084, -1.9032, 1.9932], [0.1845, -0.8004, 2.3932], [0.5173, -0.3515, 0.2010], [-1.1627, 0.1659, -0.0071], [-0.2773, -2.7446, 0.0132], [-1.8728, -2.1285, -0.4162], [0.7357, -1.6465, -1.9261], [-0.7815, -0.8670, -2.3230], [0.0758, -3.0920, -3.6024], [-1.6236, -2.7175, -3.3961], [-1.8849, -4.3903, -1.3253], [0.5607, -6.4215, -4.7528], [1.6167, -5.7123, -3.7573], [-2.2371, -7.1255, -3.0112], [3.8835, -2.9800, 2.1499], [3.1411, -2.2860, 1.2048], [3.6011, -1.0708, 0.7180], [4.8057, -0.5500, 1.1705], [5.5496, -1.2462, 2.1132], [5.0870, -2.4597, 2.6040], [3.5246, -3.9269, 2.5340], [2.2021, -2.6910, 0.8468], [3.0195, -0.5268, -0.0160], [5.1635, 0.3977, 0.7895], [6.4897, -0.8426, 2.4668], [5.6640, -3.0011, 3.3433], [-2.9777, 5.3643, -0.5638], [-4.1360, 4.6465, -0.8272], [-4.0738, 3.2711, -1.0045], [-2.8532, 2.6165, -0.9173], [-1.6947, 3.3338, -0.6523], [-1.7571, 4.7091, -0.4765], [-3.0249, 6.4378, -0.4254], [-5.0866, 5.1606, -0.8940], [-4.9764, 2.7103, -1.2104], [-2.8038, 1.5431, -1.0536], [-0.7437, 2.8200, -0.5820], [-0.8548, 5.2724, -0.2729], [2.4610, 6.8400, -2.5312], [1.1468, 6.3958, -2.4868], [0.1078, 7.2689, -2.7767], [0.3832, 8.5865, -3.1152], [1.6974, 9.0310, -3.1609], [2.7361, 8.1582, -2.8675], [3.2710, 6.1588, -2.3040], [0.9301, 5.3668, -2.2281], [-0.9169, 6.9200, -2.7385], [-0.4267, 9.2674, -3.3440], [1.9123, 10.0583, -3.4256], [3.7607, 8.5057, -2.9011], [3.8953, -8.0239, 4.2626], [4.1357, -7.0211, 3.3336], [5.3809, -6.4105, 3.2782], [6.3875, -6.8053, 4.1485], [6.1475, -7.8090, 5.0765], [4.9011, -8.4171, 5.1344], [2.9241, -8.4998, 4.3063], [3.3521, -6.7171, 2.6508], [5.5674, -5.6265, 2.5544], [7.3593, -6.3305, 4.1031], [6.9323, -8.1180, 5.7549], [4.7135, -9.1984, 5.8595], [5.0195, -5.0476, -7.9357], [3.9040, -4.6164, -7.2320], [3.1998, -5.5060, -6.4314], [3.6161, -6.8268, -6.3345], [4.7329, -7.2587, -7.0367], [5.4336, -6.3691, -7.8385], [5.5673, -4.3539, -8.5605], [3.5816, -3.5858, -7.3060], [2.3266, -5.1635, -5.8921], [3.0706, -7.5246, -5.7105], [5.0567, -8.2886, -6.9590], [6.3031, -6.7057, -8.3883], [-6.2144, 7.7705, -0.1216], [-5.6837, 8.3373, -1.2723], [-6.5169, 8.9814, -2.1762], [-7.8799, 9.0615, -1.9272], [-8.4103, 8.4953, -0.7763], [-7.5778, 7.8478, 0.1260], [-5.5649, 7.2663, 0.5835], [-4.6200, 8.2769, -1.4662], [-6.1039, 9.4209, -3.0750], [-8.5296, 9.5654, -2.6312], [-9.4733, 8.5583, -0.5827], [-7.9913, 7.4029, 1.0219]]}